1.
A single C7H6O molecule, computed with ωB97M-V/def2-TZVPD.

Each line ends with the Löwdin charge.
Geometry (Å):
C -0.901 0.467 0.742  -0.332
C 0.047 1.401 0.058  -0.056
C 1.145 0.949 -0.605  -0.117
C 1.905 -0.263 -0.413  -0.146
C 2.339 -1.405 -0.118  0.116
C -1.876 -0.326 -0.161  -0.057
C -2.856 -0.939 -0.666  0.087
H 0.991 -0.688 1.119  0.075
H -1.581 0.999 1.563  0.177
H -0.234 2.372 -0.297  0.101
H 1.898 1.775 -1.065  0.156
H 2.724 -2.495 -0.203  0.096
H -3.599 -1.355 -1.420  0.053
O -0.003 -0.493 1.466  -0.153

Calculated values
E_tot: -345.319592 hartree
F_max: 4.31 eV/A
SMILES: C#C/C=C\[C@H](O)C#C
Frontier orbital gap: 9.579 eV
E_HOMO: -9.71 eV


2.
A single C7H6O2 molecule, computed with ωB97M-V/def2-TZVPD.

Each line ends with the Löwdin charge.
Geometry (Å):
C -0.281 2.053 -0.203  -0.001
C -0.199 0.471 0.369  -0.159
C -0.875 -0.047 1.449  0.087
C -0.370 -1.556 1.528  -0.181
C 0.049 -1.825 -0.016  -0.249
C 0.324 -0.531 -0.506  -0.317
C 0.887 -0.411 -1.698  0.132
H -0.921 2.119 -1.124  0.096
H -0.566 2.776 0.534  0.045
H 0.789 2.299 -0.205  0.066
H -1.201 0.533 2.250  0.089
H 1.315 0.649 -1.919  0.105
H 1.149 -1.271 -2.455  0.132
O -0.447 -2.334 2.528  0.055
O 0.349 -2.927 -0.532  0.100

Calculated values
E_tot: -420.694325 hartree
F_max: 5.86 eV/A
SMILES: C=C1C(=O)C(=O)C=C1C
Frontier orbital gap: 8.472 eV
E_HOMO: -9.39 eV


3.
A single C7H6O2S molecule, computed with ωB97M-V/def2-TZVPD.

Each line ends with the Löwdin charge.
Geometry (Å):
C 0.805 0.303 -0.744  -0.274
C 2.123 -0.169 -0.991  -0.319
C 0.803 0.531 0.799  -0.378
C 1.908 0.319 1.495  -0.392
C -0.481 -0.501 -1.014  -0.275
C -0.654 0.549 1.228  -0.076
C -1.490 0.084 0.005  -0.269
O -0.571 -1.428 -1.758  0.155
O -2.470 -0.838 0.450  0.004
S 3.083 -0.275 0.408  1.036
H 0.537 1.336 -1.188  0.221
H 2.550 -0.386 -1.975  0.085
H -0.531 -0.265 1.909  0.113
H -1.058 1.500 1.654  0.139
H -2.076 0.938 -0.383  0.162
H -2.476 -1.698 0.105  0.067

Calculated values
E_tot: -818.833544 hartree
F_max: 2.86 eV/A
Frontier orbital gap (spin up / spin down): 6.687 / 6.685 eV
E_HOMO (spin up / spin down): -8.13 / -8.13 eV


4.
A 2-piece molecular cluster, C7H6O2S overall, computed with ωB97M-V/def2-TZVPD.

Each line ends with the Löwdin charge.
Geometry (Å):
C 1.406 1.074 0.578  -0.124
C 2.752 1.059 0.454  -0.390
C 1.717 -0.896 -0.610  -0.347
C 0.788 -0.054 -0.049  -0.334
C -1.681 0.563 -0.299  -0.019
C -3.065 0.071 -0.207  -0.257
C -0.614 -0.179 -0.113  0.047
O -4.032 0.754 -0.423  0.057
O -1.272 -2.060 0.254  -0.164
S 3.312 -0.323 -0.410  1.027
H 0.849 1.842 1.086  0.119
H 3.458 1.777 0.819  0.067
H 1.531 -1.801 -1.154  0.083
H -1.572 1.609 -0.568  0.135
H -3.124 -0.986 0.079  0.110
H -0.452 -2.449 0.563  -0.010

Calculated values
E_tot: -818.880294 hartree
F_max: 4.54 eV/A
Frontier orbital gap: 8.911 eV
E_HOMO: -9.51 eV


5.
A single C7H6S3 molecule, computed with ωB97M-V/def2-TZVPD.

Each line ends with the Löwdin charge.
Geometry (Å):
C 1.906 0.104 -0.213  -0.125
C 2.452 0.952 0.742  -0.395
C 0.463 -0.002 -0.063  -0.327
C -0.001 0.943 0.916  -0.556
C -0.344 -0.869 -0.744  -0.590
C -1.275 1.318 0.862  0.038
C -1.695 -1.087 -0.260  -0.779
S 0.346 -1.686 -2.192  0.804
S 1.302 1.857 1.655  0.998
S -3.066 -1.634 -0.917  0.672
H 2.520 -0.397 -0.990  0.102
H 3.509 1.355 0.800  0.093
H -1.709 1.807 1.770  0.101
H -1.944 0.804 0.206  0.034
H -1.678 -1.096 0.857  0.080
H -0.786 -2.369 -2.429  -0.151

Calculated values
E_tot: -1464.799946 hartree
F_max: 3.22 eV/A
SMILES: C=c1scc/c1=C(\S)C=S
Frontier orbital gap (spin up / spin down): 6.563 / 6.564 eV
E_HOMO (spin up / spin down): -7.76 / -7.76 eV


6.
C7H7BF4MnN4S as an isolated structure, computed with ωB97M-V/def2-TZVPD.

Each line ends with the Löwdin spin population.
Geometry (Å):
Mn -0.099 0.274 0.963  3.860
N 2.127 -1.667 4.044  -0.006
C 1.554 -1.212 2.935  -0.001
S 0.448 0.151 3.123  -0.003
N 1.853 -1.796 1.795  -0.008
N 1.199 -1.207 0.763  -0.044
C 1.388 -1.620 -0.441  0.041
C 0.672 -0.908 -1.504  0.007
C 0.736 -1.236 -2.840  0.006
C 0.004 -0.466 -3.742  0.009
C -0.759 0.593 -3.284  0.005
C -0.781 0.866 -1.924  0.011
N -0.076 0.133 -1.064  0.009
H 1.934 -1.257 4.940  -0.001
H 2.771 -2.440 3.986  -0.001
H 2.062 -2.446 -0.637  0.000
H 1.339 -2.070 -3.171  0.000
H 0.035 -0.700 -4.797  0.000
H -1.334 1.208 -3.960  0.000
H -1.361 1.677 -1.499  0.000
F -2.647 3.511 2.500  0.000
B -3.090 3.116 1.326  0.000
F -2.730 3.758 0.228  0.000
F -3.975 2.141 1.242  0.000
F -1.270 1.599 1.018  0.116

Calculated values
E_tot: -2463.498704 hartree
⟨S²⟩: 6.072
F_max: 0.51 eV/A
Net charge: +1
Frontier orbital gap (spin up / spin down): 7.432 / 7.396 eV
2S+1: 5
E_HOMO (spin up / spin down): -12.70 / -12.77 eV


7.
A single C7H7BrF2 molecule, computed with ωB97M-V/def2-TZVPD.

Each line ends with the Löwdin charge.
Geometry (Å):
C -0.626 -1.753 -0.054  -0.077
C -1.871 -1.644 -0.474  -0.082
C 0.367 -0.649 -0.108  -0.029
C -2.291 -0.299 -0.952  -0.146
C 0.197 0.559 0.470  -0.245
C -3.346 0.424 -0.591  -0.707
C 1.253 1.639 0.520  -0.020
F -1.040 0.857 1.133  0.004
F -3.447 1.771 -0.803  -0.024
Br -4.903 -0.269 0.290  0.735
H -0.255 -2.627 0.178  0.050
H -2.567 -2.479 -0.458  0.107
H 1.184 -0.824 -0.683  0.083
H -1.609 0.201 -1.572  0.107
H 0.816 2.572 -0.068  0.133
H 2.257 1.538 0.315  0.050
H 1.199 1.935 1.530  0.058

Calculated values
E_tot: -3044.566600 hartree
F_max: 5.63 eV/A
SMILES: C/C(F)=C/C=C\C=C(\F)Br
Frontier orbital gap: 9.543 eV
E_HOMO: -8.76 eV


8.
A 2-piece molecular cluster, C7H7BrN3 overall, computed with ωB97M-V/def2-TZVPD.

Each line ends with the Löwdin charge.
Geometry (Å):
C -1.190 3.693 -0.026  -0.221
C -0.467 -1.896 0.103  0.019
C -1.510 -1.003 -0.143  -0.118
C 0.873 -1.458 0.105  -0.304
C 1.046 -0.034 0.070  -0.614
C -0.072 0.717 0.038  0.012
C 0.016 3.377 0.282  0.044
N -2.312 3.812 -0.182  0.303
N -1.298 0.296 -0.150  0.119
N 2.006 -2.208 0.096  0.144
Br 2.786 0.609 -0.053  0.912
H -0.861 -2.986 0.095  0.161
H -2.512 -1.369 -0.274  0.122
H 0.852 3.728 -0.241  0.072
H 0.112 3.368 1.330  0.090
H -3.065 3.277 -0.626  0.153
H 1.941 -3.107 -0.275  0.106
H 2.796 -1.717 -0.199  0.001

Calculated values
E_tot: -3008.807933 hartree
F_max: 4.96 eV/A
Net charge: +1
Frontier orbital gap (spin up / spin down): 6.905 / 6.905 eV
E_HOMO (spin up / spin down): -13.11 / -13.11 eV


9.
C7H7Cl2N4O as an isolated structure, computed with ωB97M-V/def2-TZVPD.

Each line ends with the Löwdin charge.
Geometry (Å):
C -3.704 -0.636 -0.640  -0.805
C -2.543 -0.770 0.167  -0.748
C -3.065 1.326 -0.055  -0.281
C -3.074 2.691 -0.010  0.057
C 1.324 0.057 1.196  -0.146
C 3.518 -0.398 -1.327  -0.084
C 3.262 -1.085 0.051  -0.247
N -4.008 0.628 -0.771  0.144
N -2.123 0.438 0.548  0.073
N 2.121 -0.757 0.816  0.152
N 0.312 0.669 1.634  0.120
O -3.270 3.823 -0.051  0.319
Cl -4.554 -1.875 -1.336  0.816
Cl -1.772 -2.199 0.553  0.813
H 3.776 -1.127 -2.201  0.111
H 2.618 0.216 -1.632  0.080
H 4.331 0.339 -1.135  0.075
H 3.198 -2.214 -0.252  0.151
H 4.104 -0.952 0.743  0.126
H -0.941 0.526 1.279  0.143
H 0.491 1.300 2.424  0.131

Calculated values
E_tot: -1485.254429 hartree
F_max: 3.81 eV/A
Net charge: +1
Frontier orbital gap: 8.418 eV
E_HOMO: -12.96 eV


10.
A single C7H7Cl3O3 molecule, computed with ωB97M-V/def2-TZVPD.

Each line ends with the Löwdin charge.
Geometry (Å):
C 0.958 -1.506 -1.229  -0.688
C 1.228 -1.195 0.017  -0.589
C -0.316 0.918 2.539  -0.127
C 0.378 1.879 1.659  -0.093
C -0.168 -0.721 -1.890  -0.424
C -1.185 -0.353 -0.747  -0.481
C -0.365 0.152 0.415  -0.414
O -0.865 -0.102 1.681  0.002
O 0.146 1.366 0.320  -0.012
O -0.738 -1.426 -3.023  -0.060
Cl 1.847 -2.588 -2.290  0.664
Cl 2.473 -1.683 1.052  0.659
Cl -2.268 0.847 -1.562  0.658
H 0.391 0.449 3.355  0.167
H -1.164 1.325 3.039  0.116
H -0.072 2.817 1.507  0.114
H 1.527 2.028 1.788  0.168
H 0.211 0.198 -2.270  0.124
H -1.780 -1.273 -0.592  0.142
H -0.238 -1.130 -3.770  0.072

Calculated values
E_tot: -1877.119927 hartree
F_max: 3.53 eV/A
Frontier orbital gap: 9.488 eV
E_HOMO: -8.94 eV